A molecular structure, C4H8O2, computed with ωB97M-V/def2-TZVPD.

Structure (XYZ):
```
14
Properties=species:S:1:pos:R:3:forces:R:3
O 0.010 -1.749 1.499 0.27 0.38 0.21
O -0.096 -0.028 -1.818 -0.02 -0.14 -0.45
C -0.595 1.058 -1.021 -0.19 -0.01 0.12
C -0.680 -0.607 1.121 1.89 1.81 -2.44
C 0.265 0.581 0.146 0.05 -1.02 -0.23
C 0.964 -0.264 -0.868 0.50 -0.30 -0.32
H -0.575 0.353 1.561 -1.94 -0.23 3.07
H -1.687 1.035 -0.890 0.17 -0.07 -0.04
H 0.348 -1.695 2.398 -0.10 0.19 -0.07
H 0.843 1.373 0.683 -0.55 -0.93 0.13
H 1.929 0.114 -1.213 0.03 -0.02 -0.23
H -0.322 2.037 -1.456 0.06 -0.27 0.21
H -1.450 -0.897 0.417 -0.33 0.50 0.39
H 1.046 -1.313 -0.559 0.16 0.10 -0.35
```
Forces are in eV/Å.

## Properties
Lowest unoccupied orbital energy ... 0.82 eV
Electronic energy ... -307.54805 hartree
HOMO ... -0.3217 Eh
Frontier orbital gap ... 9.58 eV
Energy above the lowest of the compared OMol25 structures with the same formula, charge and spin ... 103.2 kcal/mol